#one
An isolated molecule of C4H2F2O, computed with ωB97M-V with the def2-TZVPD basis set.

Geometry as XYZ:
```
9
Properties=species:S:1:pos:R:3
C -1.122 -0.131 -1.409
C -0.270 0.820 -1.621
C 0.958 0.949 -1.395
C -1.051 -1.015 -0.474
O -1.069 -0.674 0.853
F 1.819 0.583 -2.403
F -1.159 -2.384 -0.662
H 1.315 1.650 -0.630
H -1.976 -0.524 1.198
```

Summary:
Lowest unoccupied orbital energy   -0.0024 Eh
HOMO   -9.17 eV
SMILES string   OC(F)=C=C=CF
Net charge   0
Orbital gap   0.3347 hartree



#two
An isolated molecule of C4H2F2O, computed with ωB97M-V with the def2-TZVPD basis set.

Geometry as XYZ:
```
9
Properties=species:S:1:pos:R:3
C -0.241 -0.554 -0.741
C 0.239 0.517 0.121
C -1.346 -0.723 -1.424
C 0.855 0.584 1.283
O -2.232 -1.091 -2.068
F 0.965 1.830 1.875
F 1.216 -0.390 2.094
H 0.227 -1.559 -0.716
H 0.316 1.388 -0.425
```

Summary:
Lowest unoccupied orbital energy   0.0113 Eh
HOMO   -8.92 eV
SMILES string   O=C=CC=C(F)F
Net charge   0
Orbital gap   0.3392 hartree



We find #two to be the most stable, with the next structure 0.1119 hartree higher.



#one
A cluster of 2 separate species, C4H15N2O in total, computed with ωB97M-V with the def2-TZVPD basis set.

Geometry as XYZ:
```
22
Properties=species:S:1:pos:R:3
N 1.081 -0.414 -0.617
C 0.549 -0.977 0.691
C -0.968 -0.904 0.621
N -1.415 0.303 -0.051
C -1.364 1.467 0.808
C -2.682 0.150 -0.743
H 1.282 -1.178 -1.256
H 1.980 0.064 -0.471
H 0.376 0.237 -0.999
H 1.000 -0.380 1.471
H 0.895 -2.000 0.722
H -1.396 -0.976 1.639
H -1.368 -1.780 0.125
H -0.359 1.672 1.161
H -2.059 1.415 1.648
H -1.626 2.366 0.240
H -3.487 -0.242 -0.106
H -2.555 -0.497 -1.604
H -2.989 1.113 -1.134
H 4.335 0.109 0.208
H 4.476 0.269 -1.301
O 3.824 0.297 -0.588
```

Summary:
Lowest unoccupied orbital energy   -0.1108 Eh
HOMO   -12.82 eV
Net charge   +1
Orbital gap   0.3602 hartree



#two
A cluster of 2 separate species, C4H15N2O in total, computed with ωB97M-V with the def2-TZVPD basis set.

Geometry as XYZ:
```
22
Properties=species:S:1:pos:R:3
C 0.611 1.346 -0.622
C -0.185 0.164 -1.145
C -0.207 -1.009 -0.156
C 1.134 -1.717 0.068
N 1.294 -2.929 -0.726
N 0.174 1.820 0.716
H 1.685 1.164 -0.658
H 0.565 2.223 -1.275
H 0.293 -0.190 -2.041
H -1.155 0.487 -1.378
H -0.687 -0.713 0.780
H -0.916 -1.719 -0.543
H 1.162 -2.037 1.109
H 1.981 -1.098 -0.203
H 1.220 -3.814 -0.269
H 1.559 -2.873 -1.685
H 0.225 1.200 1.528
H -0.814 2.107 0.673
H 0.740 2.609 0.997
H -3.065 1.094 1.067
H -3.089 2.254 2.110
O -2.526 1.631 1.654
```

Summary:
Lowest unoccupied orbital energy   -0.1200 Eh
HOMO   -11.72 eV
Net charge   +1
Orbital gap   0.3108 hartree



We find #one to be the most stable, with the next structure 0.0122 hartree higher.